{
  "formula": "C30H32ClMnN3SSi2",
  "method": "ωB97M-V/def2-TZVPD",
  "species": ["C", "C", "C", "H", "C", "C", "H", "H", "H", "H", "Mn", "Si", "C", "C", "H", "C", "H", "C", "H", "C", "H", "C", "H", "C", "C", "H", "C", "H", "C", "H", "C", "H", "C", "H", "H", "Si", "C", "C", "H", "C", "H", "C", "H", "C", "H", "C", "H", "C", "C", "H", "C", "H", "C", "H", "C", "H", "C", "H", "H", "Cl", "N", "N", "C", "N", "S", "H", "H", "H", "H", "H"],
  "xyz": [[-1.5384, -0.5698, 6.2323], [-2.3729, 0.0571, 5.2752], [-2.4571, -0.7881, 4.1457], [-2.8583, 1.0123, 5.3888], [-1.6756, -1.9400, 4.3997], [-1.1104, -1.8024, 5.6870], [-0.4608, -2.5135, 6.1692], [-1.2802, -0.1804, 7.2033], [-3.0221, -0.6007, 3.2496], [-1.5197, -2.7541, 3.7127], [-0.2900, -0.1307, 4.3731], [3.0372, 0.2728, -4.3091], [2.0424, 1.7788, -4.8050], [2.4506, 2.5977, -5.8599], [3.3460, 2.3511, -6.4179], [1.7221, 3.7248, -6.2140], [2.0534, 4.3461, -7.0359], [0.5676, 4.0510, -5.5174], [-0.0033, 4.9282, -5.7931], [0.1437, 3.2460, -4.4686], [-0.7588, 3.4949, -3.9255], [0.8745, 2.1213, -4.1177], [0.5248, 1.4960, -3.3050], [2.1183, -1.2994, -4.7418], [0.9123, -1.2506, -5.4467], [0.4890, -0.2927, -5.7239], [0.2371, -2.4127, -5.7872], [-0.6962, -2.3550, -6.3322], [0.7562, -3.6491, -5.4272], [0.2290, -4.5566, -5.6912], [1.9500, -3.7173, -4.7238], [2.3557, -4.6783, -4.4360], [2.6225, -2.5517, -4.3843], [3.5498, -2.6202, -3.8279], [3.3079, 0.2509, -2.8457], [-0.1906, 0.0760, 1.9012], [-0.7037, -1.5092, 1.0009], [-1.7774, -1.5008, 0.1069], [-2.2188, -0.5572, -0.1899], [-2.2821, -2.6791, -0.4275], [-3.1114, -2.6438, -1.1231], [-1.7157, -3.8981, -0.0851], [-2.1050, -4.8178, -0.5030], [-0.6435, -3.9285, 0.7981], [-0.1876, -4.8747, 1.0624], [-0.1516, -2.7489, 1.3348], [0.6887, -2.7911, 2.0159], [-1.2524, 1.4281, 1.0911], [-2.4810, 1.7773, 1.6536], [-2.7930, 1.3013, 2.5759], [-3.3035, 2.7313, 1.0682], [-4.2529, 2.9839, 1.5243], [-2.9047, 3.3625, -0.1009], [-3.5391, 4.1095, -0.5610], [-1.6857, 3.0293, -0.6784], [-1.3691, 3.5182, -1.5912], [-0.8742, 2.0710, -0.0898], [0.0735, 1.8212, -0.5497], [4.3510, 0.3502, -5.0046], [1.7832, 0.4814, 1.0296], [0.8274, 1.5626, 4.5204], [1.4200, 1.4235, 5.7646], [1.9982, 0.1632, 6.0699], [2.5465, -0.0925, 7.3503], [1.8911, -1.0228, 4.9485], [1.5927, 1.5555, 3.8074], [0.2922, 2.4580, 4.4537], [1.3484, 2.1666, 6.4761], [2.9218, -1.0229, 7.5843], [2.5650, 0.6495, 8.0649]],
  "s2": 8.762,
  "multiplicity": 6,
  "e_tot_ev": -106532.5860,
  "e_homo_ev": [-5.7, -7.5],
  "orbital_gap_ev": [5.41, 7.15],
  "de_lowest_kcal_mol": 0.0
}

***

{
  "formula": "C2H5N2",
  "method": "ωB97M-V/def2-TZVPD",
  "species": ["N", "C", "C", "N", "H", "H", "H", "H", "H"],
  "xyz": [[-1.4944, -0.3081, 0.1226], [-0.2170, -0.1101, 0.1511], [1.0594, 0.6219, 0.2058], [0.9850, -0.8799, -0.1000], [-2.1644, 0.5436, 0.2366], [-1.8484, -1.2778, 0.0676], [1.2707, 1.1591, -0.6362], [1.3522, 1.0594, 1.1102], [1.0740, -1.6001, 0.5944]],
  "smiles": "[NH2+]=C1CN1",
  "e_tot_ev": -5126.0570,
  "e_homo_ev": -16.5,
  "orbital_gap_ev": 11.70,
  "de_lowest_kcal_mol": 22.8,
  "charge": 1
}